No. 1
DFT (ωB97M-V/def2-TZVPD) results for C48H68As2N2O3ReSbSi3 as an isolated structure in a non-equilibrium geometry.

Charge: +3
Total energy in eV: -213957.8585
Multiplicity: 4
Expectation value of S²: 3.78

Geometry (Å):
Re 0.326 -0.330 -0.139
C -1.106 -3.523 1.075
C -0.587 -3.081 2.426
As -0.710 -1.137 2.436
C -2.601 -1.039 2.920
C -2.898 -1.481 4.212
C -4.208 -1.522 4.660
C -5.244 -1.123 3.826
C -4.962 -0.685 2.543
C -3.648 -0.645 2.091
C 0.121 -0.540 4.072
C 1.142 -1.261 4.683
C 1.721 -0.783 5.852
C 1.289 0.413 6.407
C 0.265 1.129 5.802
C -0.324 0.652 4.640
As -0.003 -2.935 -0.432
C 1.606 -3.983 -0.282
C 1.568 -5.214 0.369
C 2.727 -5.970 0.486
C 3.921 -5.507 -0.045
C 3.962 -4.285 -0.704
C 2.805 -3.528 -0.821
C -1.018 -3.761 -1.850
C -2.395 -3.549 -1.901
C -3.163 -4.260 -2.811
C -2.561 -5.179 -3.661
C -1.193 -5.395 -3.599
C -0.415 -4.691 -2.689
H -2.104 -3.125 0.880
H -1.177 -4.606 0.971
H 0.439 -3.392 2.595
H -1.214 -3.467 3.229
H -2.104 -1.776 4.888
H -4.420 -1.861 5.665
H -6.266 -1.156 4.177
H -5.765 -0.377 1.886
H -3.482 -0.320 1.074
H 1.477 -2.206 4.275
H 2.502 -1.354 6.337
H 1.736 0.776 7.324
H -0.089 2.050 6.247
H -1.141 1.205 4.193
H 0.647 -5.602 0.782
H 2.692 -6.927 0.991
H 4.820 -6.102 0.047
H 4.890 -3.931 -1.133
H 2.833 -2.590 -1.355
H -2.881 -2.849 -1.231
H -4.235 -4.111 -2.844
H -3.165 -5.741 -4.361
H -0.728 -6.124 -4.249
H 0.649 -4.887 -2.636
C -0.737 3.237 -1.853
Sb 1.268 2.468 -1.988
C 0.597 0.305 -2.159
C -0.572 0.301 -3.128
C -0.645 1.117 -4.260
C -1.677 0.963 -5.169
C -2.646 -0.011 -4.958
C -2.564 -0.752 -3.803
N -1.563 -0.585 -2.926
Si 2.041 -0.382 -3.361
C 3.791 -0.143 -2.662
C 1.686 -2.157 -3.769
C 2.141 0.524 -4.986
C 1.899 3.058 0.113
C 0.573 2.985 0.804
C 0.054 4.116 1.447
C -1.191 4.113 2.032
C -1.931 2.938 1.984
C -1.362 1.849 1.378
N -0.139 1.824 0.795
Si 3.147 2.631 1.609
C 4.915 2.753 1.048
C 2.720 3.698 3.080
C 2.920 0.920 2.355
Si 2.566 4.839 -0.533
C 3.224 6.016 0.755
C 1.214 5.781 -1.423
C 3.951 4.493 -1.743
H -0.954 3.752 -2.787
H -0.841 3.946 -1.038
H -1.451 2.426 -1.726
H 0.119 1.854 -4.457
H -1.721 1.596 -6.046
H -3.454 -0.173 -5.655
H -3.306 -1.495 -3.544
H 4.191 -0.929 -2.012
H 3.985 0.837 -2.214
H 4.442 -0.170 -3.540
H 1.284 -2.731 -2.942
H 2.590 -2.662 -4.119
H 0.953 -2.205 -4.578
H 2.320 1.596 -4.893
H 1.285 0.358 -5.636
H 3.011 0.103 -5.500
H 0.651 5.016 1.459
H -1.581 5.003 2.507
H -2.919 2.858 2.414
H -1.920 0.930 1.366
H 5.231 3.762 0.788
H 5.124 2.109 0.189
H 5.554 2.414 1.867
H 2.555 4.755 2.916
H 3.557 3.603 3.778
H 1.844 3.282 3.583
H 3.645 0.209 1.955
H 1.904 0.528 2.271
H 3.117 1.037 3.424
H 2.454 6.453 1.392
H 3.650 6.841 0.176
H 4.019 5.630 1.388
H 0.295 5.913 -0.849
H 0.952 5.383 -2.405
H 1.622 6.780 -1.600
H 4.593 3.661 -1.454
H 4.583 5.383 -1.788
H 3.594 4.307 -2.756
O 2.363 0.071 -0.017
H 2.503 1.051 0.054
H 2.932 -0.263 -0.735
O -1.663 -0.535 -0.516
H -1.698 -0.801 -1.739
H -2.176 0.283 -0.441
O 2.146 -1.968 1.845
H 2.753 -2.657 1.541
H 2.668 -1.369 2.397



No. 2
DFT (ωB97M-V/def2-TZVPD) results for a 6-piece molecular cluster, C48H69N6O14P2 overall in a non-equilibrium geometry.

Charge: -1
ΔE to the lowest compared entry with this formula, charge and spin in kcal per mole: 2.70

Geometry (Å):
C 6.510 4.053 2.431
C 5.617 2.830 2.653
C 6.191 1.522 2.069
O 5.332 0.820 1.221
P 4.939 1.219 -0.434
O 5.991 2.559 -0.447
O 3.660 2.302 0.126
C 4.369 1.489 -2.277
N 4.854 2.681 -2.998
C 3.755 -0.285 -0.354
C 2.741 -0.276 0.797
C 1.291 -0.061 0.300
C 0.246 -1.155 0.559
C -1.152 -0.553 0.787
C -2.028 -0.469 -0.486
C -2.319 0.967 -0.952
C -3.647 1.094 -1.701
C -4.851 1.147 -0.747
C -5.358 2.573 -0.599
O -6.127 2.716 0.584
C -5.963 3.964 1.206
P 6.605 -0.172 -1.249
C 7.618 0.779 -2.463
C 7.840 -0.530 0.108
C 9.067 0.386 0.201
H 7.428 3.954 3.021
H 6.806 4.150 1.387
H 6.024 4.971 2.771
H 5.512 2.714 3.738
H 4.615 2.986 2.255
H 7.175 1.719 1.629
H 6.385 0.834 2.906
H 5.471 3.308 -0.136
H 2.831 2.047 -0.288
H 4.665 0.610 -2.861
H 3.269 1.485 -2.261
H 4.775 2.527 -3.997
H 4.266 3.473 -2.773
H 3.236 -0.344 -1.314
H 4.371 -1.183 -0.305
H 2.963 0.544 1.475
H 2.796 -1.213 1.360
H 1.333 0.114 -0.782
H 0.901 0.870 0.730
H 0.542 -1.768 1.414
H 0.193 -1.820 -0.308
H -1.036 0.465 1.167
H -1.703 -1.107 1.552
H -2.979 -0.980 -0.302
H -1.548 -1.013 -1.303
H -2.348 1.632 -0.081
H -1.505 1.309 -1.599
H -3.757 0.267 -2.407
H -3.629 2.013 -2.299
H -4.573 0.781 0.245
H -5.658 0.509 -1.113
H -4.502 3.261 -0.572
H -5.987 2.836 -1.459
H -4.965 4.060 1.651
H -6.711 4.035 1.994
H -6.105 4.795 0.503
H 8.580 0.290 -2.633
H 7.751 1.827 -2.192
H 7.072 0.754 -3.409
H 7.312 -0.571 1.059
H 8.212 -1.543 -0.096
H 8.793 1.436 0.090
H 9.795 0.148 -0.578
H 9.581 0.275 1.162
C -3.644 3.685 -2.930
C -3.467 4.184 -1.646
C -2.234 4.078 -1.019
C -1.199 3.471 -1.703
C -1.349 2.961 -2.977
C -2.587 3.071 -3.589
N 0.120 3.347 -1.043
O 0.214 3.748 0.096
O 1.004 2.814 -1.677
H -4.605 3.775 -3.421
H -4.290 4.661 -1.130
H -2.072 4.454 -0.020
H -0.512 2.487 -3.469
H -2.725 2.677 -4.588
C 8.187 -6.164 0.700
C 7.886 -4.854 0.357
C 6.569 -4.461 0.165
C 5.575 -5.406 0.340
C 5.850 -6.720 0.677
C 7.170 -7.097 0.854
N 4.156 -5.010 0.190
O 3.920 -3.865 -0.107
O 3.314 -5.871 0.381
H 9.218 -6.459 0.848
H 8.674 -4.124 0.234
H 6.342 -3.437 -0.102
H 5.041 -7.423 0.800
H 7.404 -8.120 1.120
C -4.174 -3.883 3.611
C -3.279 -3.710 2.564
C -3.705 -3.829 1.250
C -5.034 -4.121 1.013
C -5.945 -4.303 2.038
C -5.504 -4.184 3.346
N -5.504 -4.231 -0.380
O -4.689 -4.083 -1.266
O -6.683 -4.462 -0.562
H -3.843 -3.779 4.636
H -2.242 -3.477 2.763
H -3.006 -3.697 0.438
H -6.976 -4.529 1.810
H -6.202 -4.320 4.158
C -9.491 -3.588 9.833
C -8.177 -3.965 10.078
C -7.221 -3.847 9.082
C -7.612 -3.346 7.855
C -8.913 -2.966 7.583
C -9.858 -3.092 8.589
N -6.598 -3.204 6.793
O -5.466 -3.563 7.043
O -6.955 -2.740 5.730
H -10.232 -3.680 10.616
H -7.894 -4.352 11.048
H -6.194 -4.133 9.247
H -9.171 -2.581 6.609
H -10.882 -2.801 8.399
C -0.838 2.785 -9.390
C -0.705 4.049 -8.831
C -1.728 4.582 -8.063
C -2.867 3.824 -7.871
C -3.027 2.565 -8.419
C -1.997 2.047 -9.187
N -3.948 4.373 -7.031
O -3.796 5.485 -6.571
O -4.921 3.673 -6.835
H -0.033 2.372 -9.982
H 0.200 4.621 -8.986
H -1.646 5.560 -7.613
H -3.934 2.008 -8.241
H -2.097 1.062 -9.622



No. 3
DFT (ωB97M-V/def2-TZVPD) results for C48H72B2F2IN5O34P as an isolated structure in a non-equilibrium geometry.

Charge: +1
Total energy in eV: -152165.1169

Geometry (Å):
C -2.416 -4.666 1.843
C -1.406 -4.430 1.016
N -0.274 -4.206 0.001
B -0.109 -5.599 -0.563
N -1.175 -6.675 -0.302
O 0.927 -6.130 -1.435
C -0.805 -3.089 -0.852
C -2.445 -3.141 -1.076
C -3.113 -4.471 -1.676
C -4.532 -4.129 -2.434
C -5.723 -3.894 -1.340
O -6.652 -2.901 -1.896
P -0.278 -3.073 -2.700
O -0.300 -4.398 -3.490
C -0.440 -1.578 -0.209
C -1.405 -0.403 -0.725
C -1.567 0.039 -2.232
C -0.348 0.335 -3.202
F -2.316 1.339 -2.186
O 0.897 -1.193 -0.762
C 1.409 0.008 -0.245
N 1.567 1.158 0.192
N -0.218 -1.592 1.252
C -0.832 -0.591 2.099
C -2.442 -0.774 2.404
O -3.300 0.103 2.012
F -2.989 -1.866 3.177
C 0.697 -2.594 1.834
I 0.094 -3.170 3.945
C 2.150 -1.961 2.329
N 2.067 -1.058 3.506
C 0.922 -3.951 0.898
C 2.358 -3.775 0.144
C 2.724 -3.626 -1.237
B 1.282 -5.332 1.774
O 0.480 -6.107 2.689
O 2.536 -6.104 1.545
C 3.479 -5.900 2.641
C 4.973 -5.921 1.954
H -3.358 -4.641 2.498
H -0.704 -7.318 0.383
H -1.274 -7.271 -1.159
H 1.412 -6.858 -0.944
H -3.025 -2.652 -0.185
H -2.715 -2.409 -1.955
H -2.458 -5.138 -2.334
H -3.429 -5.133 -0.762
H -4.435 -3.282 -3.207
H -4.812 -5.106 -2.997
H -6.318 -4.874 -1.202
H -5.291 -3.515 -0.325
H -6.337 -2.024 -1.562
H -1.226 -2.297 -3.504
H 0.981 -2.444 -2.967
H -2.496 -0.574 -0.322
H -1.177 0.644 -0.242
H -2.336 -0.567 -2.881
H 0.722 0.279 -2.822
H -0.456 1.389 -3.701
H -0.405 -0.405 -4.110
H -0.598 0.500 1.733
H -0.416 -0.459 3.186
H 2.747 -2.898 2.705
H 2.777 -1.479 1.514
H 1.742 -0.137 3.124
H 2.961 -0.955 4.019
H 3.320 -3.826 0.816
H 2.753 -4.449 -2.058
H 3.010 -2.555 -1.614
H 0.880 -6.157 3.593
H 3.426 -6.834 3.341
H 3.301 -4.941 3.253
H 5.080 -6.965 1.454
H 5.816 -5.716 2.711
H 5.021 -5.147 1.092
C 1.729 3.940 -3.151
C 1.344 5.218 -3.826
O 1.664 4.975 -5.188
C 1.648 3.625 -5.365
O 1.711 3.079 -6.437
O 1.550 2.970 -4.173
H 1.097 3.718 -2.289
H 2.777 3.932 -2.835
H 0.274 5.427 -3.746
H 1.902 6.075 -3.443
C -3.475 5.084 -4.367
C -3.906 6.294 -3.600
O -3.206 6.166 -2.373
C -2.116 5.384 -2.615
O -1.218 5.212 -1.831
O -2.174 4.826 -3.857
H -3.442 5.264 -5.444
H -4.110 4.216 -4.172
H -3.602 7.227 -4.085
H -4.985 6.317 -3.430
C 4.617 0.587 7.621
C 4.196 1.848 6.936
O 4.495 1.588 5.573
C 4.501 0.237 5.415
O 4.555 -0.325 4.346
O 4.437 -0.401 6.616
H 4.006 0.365 8.498
H 5.671 0.602 7.917
H 3.123 2.039 7.033
H 4.746 2.720 7.295
C -6.017 0.808 -2.396
C -6.086 -0.099 -3.585
O -6.211 0.803 -4.673
C -5.691 1.993 -4.263
O -5.482 2.930 -4.988
O -5.435 1.987 -2.925
H -5.400 0.398 -1.593
H -7.006 1.051 -1.996
H -5.172 -0.688 -3.717
H -6.941 -0.777 -3.542
C 2.720 9.895 -1.999
C 3.778 9.508 -2.983
O 4.416 8.406 -2.355
C 3.519 7.869 -1.483
O 3.672 6.822 -0.908
O 2.423 8.669 -1.347
H 1.830 10.303 -2.483
H 3.081 10.613 -1.256
H 3.360 9.177 -3.938
H 4.489 10.315 -3.168
C 5.664 -4.507 8.267
C 4.346 -3.935 8.687
O 3.560 -4.041 7.511
C 4.103 -5.036 6.756
O 3.586 -5.501 5.772
O 5.303 -5.437 7.256
H 6.182 -5.008 9.087
H 6.329 -3.754 7.833
H 3.872 -4.517 9.483
H 4.428 -2.895 9.008
C 8.309 -0.257 3.460
C 7.865 0.956 4.215
O 8.583 0.860 5.435
C 9.685 0.095 5.189
O 10.596 -0.050 5.960
O 9.620 -0.483 3.956
H 8.325 -0.093 2.380
H 7.693 -1.135 3.677
H 8.144 1.887 3.713
H 6.788 0.961 4.398
C -9.393 -3.936 -0.777
C -10.004 -2.656 -1.253
O -11.374 -2.808 -0.917
C -11.437 -3.712 0.102
O -12.428 -3.948 0.739
O -10.229 -4.311 0.305
H -8.362 -3.806 -0.444
H -9.424 -4.723 -1.538
H -9.606 -1.781 -0.729
H -9.882 -2.510 -2.329
C -1.535 9.279 -5.132
C -1.431 10.644 -5.738
O -0.102 11.034 -5.426
C 0.613 9.891 -5.231
O 1.811 9.849 -5.115
O -0.201 8.800 -5.185
H -2.204 8.623 -5.692
H -1.858 9.308 -4.086
H -1.549 10.629 -6.826
H -2.152 11.344 -5.313